CHClFO2S2 | wB97M-V/def2-TZVPD

total charge: -1
relative energy (zero: lowest compared OMol25 entry of this formula, charge and spin): 29.6 kcal per mole

Last column: natural (NBO) charge in e.
Cartesian coordinates (Å):
C (0.773, 0.239, -0.420)  -0.0815
O (-0.568, 0.092, 1.723)  -0.9924
O (-1.805, 0.674, -0.308)  -0.9965
F (0.921, 0.121, -1.743)  -0.3383
S (-1.221, -2.009, -0.077)  -0.6487
S (-0.867, -0.185, 0.335)  1.9296
Cl (1.095, 1.787, 0.294)  -0.0284
H (1.672, -0.719, 0.197)  0.1562

---

CAuF3NNaO4S3 | wB97M-V/def2-TZVPD

expectation value of S²: 2.052
total energy: -59475.16825 eV
multiplicity: 3

Last column: natural (NBO) charge in e.
Cartesian coordinates (Å):
Na (2.035, -1.940, 0.621)  0.9345
N (-0.179, -1.226, 0.947)  -1.2837
S (-0.832, -0.461, -0.110)  1.9680
O (-0.481, -0.546, -1.592)  -1.0296
C (-2.654, -0.887, -0.193)  0.7603
F (-3.274, -0.378, 0.863)  -0.3019
F (-2.726, -2.218, -0.180)  -0.3080
F (-3.209, -0.425, -1.302)  -0.3044
Au (1.346, -0.127, -1.689)  0.7040
S (4.395, 1.524, 1.262)  0.4575
O (3.018, 2.173, 2.102)  -0.5389
S (1.200, 1.877, 0.162)  0.8034
O (2.176, 1.459, -1.034)  -0.9631
O (-0.814, 1.174, 0.144)  -0.8983

---

C39H46CoFN5O3P | wB97M-V/def2-TZVPD

total charge: +1
expectation value of S²: 3.757
relative energy (zero: lowest compared OMol25 entry of this formula, charge and spin): 2.3 kcal per mole
multiplicity: 4

Last column: Mulliken spin population.
Cartesian coordinates (Å):
Co (-0.197, -1.202, 0.466)  2.8012
C (-1.513, -3.131, 2.766)  0.0082
C (-0.470, -4.139, 2.280)  0.0070
C (-0.617, -4.444, 0.816)  -0.0027
C (-0.824, -5.748, 0.392)  0.0005
C (-1.056, -6.002, -0.949)  -0.0020
C (-1.082, -4.936, -1.828)  0.0010
C (-0.836, -3.667, -1.337)  -0.0009
N (-0.594, -3.413, -0.041)  0.0163
N (-1.071, -1.735, 2.614)  0.0245
C (-0.106, -1.413, 3.667)  -0.0032
C (0.652, -0.160, 3.329)  0.0195
C (1.153, 0.689, 4.302)  0.0007
C (1.888, 1.794, 3.908)  -0.0030
C (2.087, 2.018, 2.553)  0.0049
C (1.534, 1.129, 1.654)  0.0037
N (0.836, 0.054, 2.030)  0.0015
C (-2.216, -0.814, 2.723)  0.0193
C (-3.053, -0.763, 1.468)  0.0048
C (-4.326, -0.215, 1.481)  0.0005
C (-5.015, -0.112, 0.287)  -0.0002
C (-4.419, -0.573, -0.879)  0.0022
C (-3.152, -1.115, -0.797)  0.0080
N (-2.481, -1.210, 0.357)  0.0270
H (-1.753, -3.318, 3.820)  -0.0003
H (-2.434, -3.263, 2.198)  -0.0019
H (-0.589, -5.065, 2.839)  0.0001
H (0.542, -3.776, 2.486)  0.0010
H (-0.822, -6.551, 1.117)  0.0004
H (-1.222, -7.014, -1.294)  -0.0001
H (-1.267, -5.073, -2.885)  0.0004
H (-0.788, -2.811, -2.002)  0.0051
H (0.601, -2.238, 3.762)  -0.0011
H (-0.599, -1.305, 4.639)  -0.0015
H (0.971, 0.481, 5.350)  0.0006
H (2.296, 2.472, 4.647)  -0.0001
H (2.649, 2.871, 2.197)  0.0004
H (1.653, 1.265, 0.587)  0.0021
H (-1.833, 0.193, 2.907)  -0.0013
H (-2.843, -1.085, 3.581)  0.0009
H (-4.759, 0.130, 2.411)  0.0003
H (-6.006, 0.322, 0.264)  0.0000
H (-4.923, -0.514, -1.835)  0.0002
H (-2.640, -1.473, -1.684)  0.0032
C (-2.219, 4.705, -4.359)  0.0000
C (-0.768, 4.570, -3.911)  -0.0001
C (-0.125, 5.889, -3.510)  -0.0001
C (-0.850, 6.492, -2.315)  0.0002
C (-0.998, 5.477, -1.206)  0.0002
C (-1.215, 5.880, 0.092)  -0.0001
C (-1.319, 4.941, 1.114)  0.0000
F (-1.530, 5.384, 2.366)  0.0000
C (-1.198, 3.603, 0.883)  0.0007
C (-0.972, 3.165, -0.428)  0.0021
C (-0.806, 1.728, -0.681)  -0.0094
O (-0.935, 0.924, 0.264)  0.0044
C (-0.503, 1.360, -2.023)  -0.0163
C (-0.491, 2.326, -2.991)  0.0005
N (-0.678, 3.632, -2.768)  0.0000
C (-0.886, 4.094, -1.469)  0.0009
C (-0.224, -0.053, -2.468)  0.0099
O (-0.282, -0.310, -3.665)  0.0037
O (0.074, -0.896, -1.544)  0.0089
H (-2.297, 5.442, -5.161)  0.0000
H (-2.863, 5.019, -3.536)  0.0000
H (-2.592, 3.750, -4.734)  0.0000
H (-0.190, 4.117, -4.713)  -0.0001
H (-0.134, 6.570, -4.359)  0.0000
H (0.920, 5.702, -3.248)  0.0000
H (-1.835, 6.860, -2.614)  0.0000
H (-0.302, 7.357, -1.938)  0.0000
H (-1.292, 6.935, 0.333)  0.0000
H (-1.265, 2.878, 1.684)  0.0008
H (-0.333, 2.022, -4.019)  0.0001
C (3.632, -3.750, -2.014)  0.0012
C (2.320, -3.281, -1.377)  0.0007
P (2.383, -1.955, -0.093)  0.0040
C (3.591, -0.829, -0.918)  0.0237
C (3.947, 0.509, -0.266)  0.0014
C (3.426, -2.811, 1.169)  0.0157
C (3.695, -2.035, 2.462)  -0.0030
H (3.433, -4.612, -2.655)  -0.0002
H (4.373, -4.062, -1.276)  -0.0001
H (4.079, -2.981, -2.644)  0.0003
H (1.830, -4.132, -0.897)  0.0010
H (1.641, -2.913, -2.147)  -0.0001
H (3.181, -0.659, -1.918)  0.0007
H (4.495, -1.424, -1.048)  -0.0013
H (3.214, 1.282, -0.503)  -0.0003
H (4.909, 0.858, -0.642)  -0.0001
H (4.027, 0.446, 0.821)  -0.0003
H (4.373, -3.101, 0.708)  0.0015
H (2.896, -3.743, 1.396)  0.0012
H (4.362, -1.188, 2.292)  -0.0001
H (4.171, -2.676, 3.207)  0.0001
H (2.774, -1.641, 2.899)  0.0004

---

C42H55MnN3O4S | wB97M-V/def2-TZVPD

expectation value of S²: 8.755
relative energy (zero: lowest compared OMol25 entry of this formula, charge and spin): 7.1 kcal per mole
multiplicity: 6

Last column: Mulliken spin population.
Cartesian coordinates (Å):
Mn (-0.140, -0.433, 1.246)  4.4844
C (-0.778, 1.070, 3.005)  -0.0071
C (0.614, 1.375, 3.012)  0.0183
C (0.871, 2.175, 1.840)  -0.0576
C (-0.353, 2.248, 1.136)  0.0264
C (-1.384, 1.597, 1.840)  0.0310
C (-2.866, 1.775, 1.563)  0.0427
C (-3.122, 1.928, 0.060)  0.0030
C (-3.330, 3.049, 2.289)  0.0016
C (-3.694, 0.588, 2.064)  0.0186
C (1.984, 3.160, 1.417)  -0.0104
C (3.428, 2.848, 1.827)  0.0046
C (1.621, 4.526, 2.035)  0.0031
C (2.000, 3.334, -0.114)  0.0067
C (1.482, 1.015, 4.227)  0.0457
C (0.718, 0.057, 5.157)  0.0049
C (2.789, 0.288, 3.866)  0.0181
C (1.791, 2.283, 5.043)  0.0064
H (-1.316, 0.635, 3.830)  0.0194
H (-0.520, 2.847, 0.253)  0.0294
H (-2.636, 2.820, -0.344)  0.0004
H (-4.196, 2.020, -0.127)  -0.0006
H (-2.745, 1.057, -0.483)  0.0042
H (-2.782, 3.919, 1.917)  0.0002
H (-3.145, 2.963, 3.362)  0.0000
H (-4.400, 3.217, 2.129)  0.0007
H (-3.464, -0.301, 1.474)  0.0041
H (-4.761, 0.803, 1.959)  -0.0011
H (-3.485, 0.357, 3.110)  0.0011
H (3.546, 2.728, 2.899)  0.0003
H (4.056, 3.691, 1.529)  0.0001
H (3.821, 1.963, 1.315)  -0.0020
H (1.632, 4.473, 3.125)  -0.0010
H (0.620, 4.827, 1.721)  0.0003
H (2.334, 5.293, 1.716)  0.0003
H (1.979, 2.368, -0.612)  -0.0033
H (2.909, 3.860, -0.419)  0.0001
H (1.153, 3.923, -0.468)  0.0004
H (0.303, -0.787, 4.601)  0.0024
H (-0.099, 0.566, 5.672)  0.0011
H (1.400, -0.329, 5.919)  -0.0003
H (2.561, -0.666, 3.395)  0.0111
H (3.363, 0.089, 4.776)  -0.0006
H (3.426, 0.861, 3.199)  -0.0028
H (0.867, 2.834, 5.234)  0.0001
H (2.478, 2.949, 4.522)  0.0008
H (2.240, 2.017, 6.005)  -0.0003
O (2.167, 0.012, 0.209)  0.0340
C (3.000, -1.126, 0.117)  -0.0078
C (2.354, -2.329, 0.750)  0.0359
C (2.658, -3.618, 0.345)  0.0042
C (2.101, -4.680, 1.033)  0.0043
C (1.286, -4.411, 2.122)  -0.0067
C (1.019, -3.094, 2.439)  0.0437
N (1.513, -2.059, 1.747)  -0.0050
H (2.251, 0.438, 1.078)  0.0003
H (3.962, -0.942, 0.605)  0.0006
H (3.189, -1.313, -0.940)  0.0008
H (3.324, -3.775, -0.495)  0.0004
H (2.306, -5.700, 0.732)  0.0001
H (0.846, -5.207, 2.707)  0.0002
H (0.379, -2.840, 3.273)  -0.0011
C (-3.459, -4.673, -1.301)  0.0002
N (-2.963, -3.953, -0.137)  -0.0003
C (-3.649, -3.933, 1.038)  0.0009
C (-3.229, -3.213, 2.091)  0.0043
C (-2.032, -2.420, 1.927)  0.0139
O (-1.581, -1.675, 2.819)  0.0118
N (-1.347, -2.474, 0.755)  0.0204
C (-1.758, -3.240, -0.277)  0.0536
O (-1.145, -3.382, -1.339)  0.0044
H (-4.313, -5.280, -1.007)  -0.0002
H (-2.674, -5.301, -1.712)  0.0001
H (-3.769, -3.974, -2.078)  0.0000
H (-4.543, -4.542, 1.070)  0.0004
H (-3.777, -3.180, 3.020)  0.0000
O (-0.527, -0.212, -1.005)  0.0445
S (0.287, -0.877, -2.087)  0.0279
C (1.196, 0.513, -2.910)  0.0008
C (0.334, 1.546, -3.567)  0.0003
C (-0.576, 2.294, -2.819)  -0.0085
C (-1.396, 3.224, -3.439)  0.0000
C (-1.311, 3.433, -4.810)  0.0000
C (-0.392, 2.710, -5.558)  0.0000
C (0.420, 1.769, -4.939)  -0.0001
C (-0.875, -1.241, -3.439)  0.0048
C (-0.139, -1.865, -4.597)  0.0004
C (0.778, -2.898, -4.381)  -0.0003
C (1.457, -3.470, -5.446)  -0.0001
C (1.225, -3.030, -6.742)  0.0002
C (0.309, -2.012, -6.965)  0.0000
C (-0.364, -1.432, -5.899)  0.0001
H (1.883, 0.047, -3.620)  0.0003
H (1.761, 0.928, -2.079)  0.0001
H (-0.648, 2.120, -1.755)  0.0116
H (-2.103, 3.794, -2.849)  0.0000
H (-1.957, 4.156, -5.292)  0.0000
H (-0.304, 2.881, -6.624)  0.0000
H (1.129, 1.197, -5.528)  -0.0001
H (-1.391, -0.319, -3.702)  -0.0016
H (-1.574, -1.950, -2.995)  0.0009
H (0.934, -3.265, -3.372)  0.0004
H (2.168, -4.267, -5.266)  0.0000
H (1.749, -3.482, -7.575)  0.0000
H (0.118, -1.665, -7.973)  0.0000
H (-1.073, -0.631, -6.080)  -0.0001

---

C29H23ClN6NiOTe | wB97M-V/def2-TZVPD

total charge: -2
relative energy (zero: lowest compared OMol25 entry of this formula, charge and spin): 2.7 kcal per mole

Last column: natural (NBO) charge in e.
Cartesian coordinates (Å):
Ni (-0.571, -0.433, -0.785)  0.9726
C (3.372, 0.105, 0.483)  -0.6918
C (1.910, -0.095, 0.307)  0.2816
N (1.318, -0.356, -0.790)  -0.2877
N (1.949, -0.490, -2.005)  -0.4464
C (0.996, -0.673, -2.896)  0.5639
O (-0.263, -0.713, -2.656)  -0.7244
C (1.411, -0.825, -4.323)  -0.0194
C (0.430, -0.873, -5.307)  -0.2041
C (0.790, -1.008, -6.641)  -0.2155
C (2.129, -1.098, -6.997)  -0.2290
C (3.110, -1.051, -6.013)  -0.2319
C (2.753, -0.913, -4.680)  -0.1990
C (0.953, -0.013, 1.443)  0.2032
C (1.346, 0.065, 2.760)  -0.2056
C (0.376, 0.063, 3.749)  -0.1329
C (-0.955, 0.009, 3.383)  -0.2549
C (-1.271, -0.072, 2.036)  0.1003
N (-0.345, -0.093, 1.094)  -0.4398
H (3.868, 0.012, -0.479)  0.2439
H (3.775, -0.635, 1.178)  0.2402
H (3.546, 1.102, 0.893)  0.2447
H (-0.608, -0.801, -5.006)  0.2482
H (0.021, -1.041, -7.403)  0.1992
H (2.410, -1.204, -8.039)  0.1945
H (4.156, -1.122, -6.286)  0.1983
H (3.499, -0.870, -3.899)  0.2362
H (2.395, 0.088, 3.009)  0.2447
H (0.665, 0.093, 4.791)  0.2141
H (-1.747, 0.014, 4.120)  0.2093
H (-2.297, -0.129, 1.698)  0.2092
Te (0.411, 3.561, 0.806)  -0.5024
C (0.575, 5.571, 1.444)  -0.2067
C (0.868, 6.608, 0.548)  -0.2630
C (0.970, 7.929, 0.963)  -0.2265
C (0.784, 8.267, 2.299)  -0.2825
C (0.493, 7.254, 3.206)  -0.2162
C (0.391, 5.935, 2.785)  -0.2676
H (1.017, 6.362, -0.497)  0.2092
H (1.199, 8.701, 0.236)  0.1873
H (0.863, 9.298, 2.625)  0.1863
H (0.344, 7.493, 4.254)  0.1858
H (0.165, 5.159, 3.506)  0.2083
N (0.161, -3.046, 0.920)  -0.5617
C (0.937, -3.428, 1.699)  0.4568
N (1.788, -3.956, 2.560)  -0.7461
C (2.540, -3.125, 3.244)  0.4648
N (3.248, -2.468, 3.898)  -0.5992
Cl (-3.284, -2.740, -2.658)  -0.0364
C (-3.281, -1.069, -3.171)  -0.0351
C (-3.608, -0.806, -4.493)  -0.2431
C (-3.601, 0.498, -4.961)  -0.2622
C (-3.265, 1.524, -4.084)  -0.2369
C (-2.943, 1.241, -2.770)  -0.1538
C (-2.933, -0.066, -2.261)  -0.0178
C (-2.506, -0.313, -0.870)  -0.7925
H (-3.859, -1.633, -5.145)  0.2084
H (-3.851, 0.707, -5.994)  0.1956
H (-3.242, 2.551, -4.430)  0.2006
H (-2.656, 2.043, -2.101)  0.2164
H (-2.916, -1.234, -0.453)  0.2115
H (-2.797, 0.541, -0.249)  0.1969

---

Please write out number 5 again, unchanged.
C29H23ClN6NiOTe | wB97M-V/def2-TZVPD

total charge: -2
relative energy (zero: lowest compared OMol25 entry of this formula, charge and spin): 2.7 kcal per mole

Last column: natural (NBO) charge in e.
Cartesian coordinates (Å):
Ni (-0.571, -0.433, -0.785)  0.9726
C (3.372, 0.105, 0.483)  -0.6918
C (1.910, -0.095, 0.307)  0.2816
N (1.318, -0.356, -0.790)  -0.2877
N (1.949, -0.490, -2.005)  -0.4464
C (0.996, -0.673, -2.896)  0.5639
O (-0.263, -0.713, -2.656)  -0.7244
C (1.411, -0.825, -4.323)  -0.0194
C (0.430, -0.873, -5.307)  -0.2041
C (0.790, -1.008, -6.641)  -0.2155
C (2.129, -1.098, -6.997)  -0.2290
C (3.110, -1.051, -6.013)  -0.2319
C (2.753, -0.913, -4.680)  -0.1990
C (0.953, -0.013, 1.443)  0.2032
C (1.346, 0.065, 2.760)  -0.2056
C (0.376, 0.063, 3.749)  -0.1329
C (-0.955, 0.009, 3.383)  -0.2549
C (-1.271, -0.072, 2.036)  0.1003
N (-0.345, -0.093, 1.094)  -0.4398
H (3.868, 0.012, -0.479)  0.2439
H (3.775, -0.635, 1.178)  0.2402
H (3.546, 1.102, 0.893)  0.2447
H (-0.608, -0.801, -5.006)  0.2482
H (0.021, -1.041, -7.403)  0.1992
H (2.410, -1.204, -8.039)  0.1945
H (4.156, -1.122, -6.286)  0.1983
H (3.499, -0.870, -3.899)  0.2362
H (2.395, 0.088, 3.009)  0.2447
H (0.665, 0.093, 4.791)  0.2141
H (-1.747, 0.014, 4.120)  0.2093
H (-2.297, -0.129, 1.698)  0.2092
Te (0.411, 3.561, 0.806)  -0.5024
C (0.575, 5.571, 1.444)  -0.2067
C (0.868, 6.608, 0.548)  -0.2630
C (0.970, 7.929, 0.963)  -0.2265
C (0.784, 8.267, 2.299)  -0.2825
C (0.493, 7.254, 3.206)  -0.2162
C (0.391, 5.935, 2.785)  -0.2676
H (1.017, 6.362, -0.497)  0.2092
H (1.199, 8.701, 0.236)  0.1873
H (0.863, 9.298, 2.625)  0.1863
H (0.344, 7.493, 4.254)  0.1858
H (0.165, 5.159, 3.506)  0.2083
N (0.161, -3.046, 0.920)  -0.5617
C (0.937, -3.428, 1.699)  0.4568
N (1.788, -3.956, 2.560)  -0.7461
C (2.540, -3.125, 3.244)  0.4648
N (3.248, -2.468, 3.898)  -0.5992
Cl (-3.284, -2.740, -2.658)  -0.0364
C (-3.281, -1.069, -3.171)  -0.0351
C (-3.608, -0.806, -4.493)  -0.2431
C (-3.601, 0.498, -4.961)  -0.2622
C (-3.265, 1.524, -4.084)  -0.2369
C (-2.943, 1.241, -2.770)  -0.1538
C (-2.933, -0.066, -2.261)  -0.0178
C (-2.506, -0.313, -0.870)  -0.7925
H (-3.859, -1.633, -5.145)  0.2084
H (-3.851, 0.707, -5.994)  0.1956
H (-3.242, 2.551, -4.430)  0.2006
H (-2.656, 2.043, -2.101)  0.2164
H (-2.916, -1.234, -0.453)  0.2115
H (-2.797, 0.541, -0.249)  0.1969